{
  "formula": "C55H52F9N6O2P2Si2Ta",
  "method": "wB97M-V/def2-TZVPD",
  "symbols": ["Ta", "C", "Si", "C", "C", "N", "P", "C", "P", "N", "Si", "C", "C", "C", "C", "C", "C", "C", "C", "C", "C", "C", "C", "C", "C", "C", "C", "C", "C", "C", "C", "C", "C", "C", "C", "C", "C", "C", "H", "H", "H", "H", "H", "H", "H", "H", "H", "H", "H", "H", "H", "H", "H", "H", "H", "H", "H", "H", "H", "H", "H", "H", "H", "H", "H", "H", "H", "H", "H", "H", "H", "H", "H", "H", "H", "H", "C", "O", "C", "C", "C", "C", "C", "C", "C", "N", "C", "C", "N", "C", "C", "C", "C", "N", "C", "C", "N", "C", "C", "C", "C", "H", "H", "H", "H", "H", "H", "H", "H", "H", "H", "H", "H", "H", "H", "F", "C", "F", "F", "C", "O", "C", "F", "F", "F", "C", "F", "F", "F"],
  "xyz": [[-0.245, 0.263, 0.620], [3.839, 2.256, 0.185], [3.439, 0.771, 1.229], [4.924, -0.325, 0.998], [3.303, 1.182, 3.046], [1.888, -0.054, 0.752], [1.918, -1.362, -0.264], [0.238, -1.414, -0.574], [-0.799, -2.434, 0.345], [-1.497, -1.193, 1.237], [-3.245, -1.218, 1.814], [-3.623, 0.433, 2.602], [-3.386, -2.587, 3.075], [-4.365, -1.552, 0.378], [-1.936, -3.320, -0.705], [-1.983, -2.998, -2.059], [-2.865, -3.665, -2.898], [-3.694, -4.652, -2.390], [-3.651, -4.981, -1.039], [-2.776, -4.318, -0.199], [-0.172, -3.663, 1.510], [0.214, -3.287, 2.795], [0.594, -4.230, 3.733], [0.620, -5.574, 3.386], [0.299, -5.958, 2.095], [-0.090, -5.011, 1.159], [2.640, -2.857, 0.392], [2.761, -3.940, -0.484], [3.323, -5.128, -0.052], [3.754, -5.247, 1.264], [3.601, -4.190, 2.147], [3.043, -2.997, 1.713], [2.847, -0.976, -1.765], [4.050, -1.583, -2.115], [4.708, -1.214, -3.281], [4.175, -0.235, -4.102], [2.974, 0.377, -3.763], [2.317, 0.004, -2.605], [3.557, 3.207, 0.634], [3.408, 2.190, -0.815], [4.923, 2.270, 0.059], [5.725, 0.269, 1.447], [5.181, -0.462, -0.051], [4.924, -1.296, 1.484], [4.225, 0.888, 3.547], [2.485, 0.635, 3.522], [3.159, 2.246, 3.243], [-3.730, 0.332, 3.682], [-4.571, 0.809, 2.217], [-2.885, 1.207, 2.405], [-2.431, -3.038, 3.356], [-4.028, -3.386, 2.707], [-3.847, -2.204, 3.988], [-3.919, -1.297, -0.582], [-5.278, -0.967, 0.485], [-4.642, -2.603, 0.349], [-1.330, -2.228, -2.450], [-2.899, -3.415, -3.949], [-4.377, -5.172, -3.046], [-4.297, -5.753, -0.646], [-2.755, -4.576, 0.853], [0.233, -2.244, 3.068], [0.876, -3.918, 4.729], [0.907, -6.317, 4.117], [0.343, -7.001, 1.812], [-0.341, -5.332, 0.157], [2.424, -3.856, -1.511], [3.427, -5.957, -0.738], [4.201, -6.172, 1.602], [3.917, -4.293, 3.176], [2.910, -2.180, 2.411], [4.493, -2.337, -1.478], [5.640, -1.694, -3.543], [4.689, 0.048, -5.010], [2.548, 1.132, -4.409], [1.363, 0.459, -2.374], [2.779, 10.930, 9.032], [2.420, 9.606, 9.417], [2.165, 8.709, 8.448], [2.227, 8.981, 7.082], [1.946, 7.973, 6.174], [1.602, 6.699, 6.605], [1.545, 6.439, 7.978], [1.821, 7.427, 8.893], [1.311, 5.666, 5.613], [1.486, 5.777, 4.312], [1.085, 4.577, 3.803], [0.658, 3.722, 4.794], [0.808, 4.435, 5.959], [0.164, 2.411, 4.531], [-0.348, 1.518, 5.483], [-0.850, 0.314, 5.068], [-0.824, -0.010, 3.712], [-0.299, 0.787, 2.784], [0.174, 2.000, 3.189], [0.651, 2.871, 2.156], [0.645, 2.354, 0.901], [1.066, 3.124, -0.090], [1.443, 4.461, 0.093], [1.451, 4.989, 1.354], [1.075, 4.167, 2.433], [2.943, 11.471, 9.959], [1.972, 11.402, 8.469], [3.697, 10.926, 8.443], [2.487, 9.963, 6.721], [1.991, 8.178, 5.113], [1.299, 5.455, 8.356], [1.785, 7.238, 9.956], [0.558, 4.152, 6.890], [-0.364, 1.783, 6.532], [-1.280, -0.386, 5.770], [-1.246, -0.935, 3.368], [1.130, 2.678, -1.069], [1.744, 5.040, -0.767], [1.750, 6.010, 1.549], [-4.479, 2.458, -2.089], [-3.805, 1.521, -1.425], [-3.560, 0.490, -2.236], [-4.573, 1.066, -0.443], [-2.453, 2.092, -0.883], [-1.872, 1.061, -0.173], [-2.766, 3.329, 0.031], [-2.970, 4.427, -0.683], [-1.757, 3.543, 0.883], [-3.852, 3.112, 0.763], [-1.554, 2.468, -2.143], [-0.511, 1.607, -2.178], [-2.181, 2.355, -3.298], [-1.035, 3.691, -2.078]],
  "atomic_forces_ev_per_a": [[-0.03, -0.80, -0.69], [0.10, 0.14, -0.09], [-0.46, -0.37, 0.05], [0.04, -0.05, -0.05], [-0.10, 0.02, 0.13], [0.43, 0.08, -0.06], [0.30, 0.46, -0.29], [-0.11, -0.04, 0.63], [-0.34, 0.35, -0.11], [-0.51, -0.65, 0.09], [0.45, 0.03, -0.23], [0.02, 0.12, 0.03], [0.03, -0.04, 0.19], [-0.13, -0.11, -0.12], [-0.16, -0.17, 0.01], [-0.03, 0.03, -0.03], [0.02, 0.03, 0.00], [-0.01, -0.02, 0.05], [0.03, 0.03, -0.05], [-0.01, 0.04, 0.00], [0.14, -0.13, 0.02], [-0.13, 0.03, 0.03], [-0.06, -0.03, -0.03], [0.00, 0.03, 0.02], [0.00, 0.04, -0.01], [0.02, 0.00, -0.03], [0.08, -0.19, -0.10], [0.01, 0.00, -0.04], [-0.01, 0.02, 0.05], [0.00, 0.00, -0.02], [0.02, 0.03, -0.06], [0.04, 0.01, 0.03], [-0.04, 0.04, -0.07], [0.11, 0.01, 0.07], [-0.02, 0.01, 0.04], [-0.04, 0.03, 0.00], [0.07, -0.02, 0.00], [-0.06, -0.02, 0.00], [0.04, -0.05, 0.00], [0.06, 0.00, -0.03], [0.06, 0.02, -0.01], [0.11, -0.04, 0.00], [0.01, 0.02, 0.00], [-0.03, -0.03, 0.08], [0.06, 0.00, 0.04], [0.04, -0.04, 0.02], [-0.01, 0.02, -0.01], [0.02, 0.03, 0.06], [-0.06, -0.03, -0.01], [0.00, 0.05, -0.01], [0.00, 0.00, -0.01], [-0.02, -0.05, -0.02], [-0.03, -0.03, 0.04], [-0.03, -0.03, 0.01], [-0.01, -0.06, 0.04], [-0.02, -0.03, -0.03], [0.02, 0.00, 0.01], [0.00, 0.01, -0.03], [-0.02, -0.02, -0.03], [-0.02, -0.02, 0.01], [0.04, 0.00, 0.01], [-0.04, 0.12, 0.02], [0.01, 0.01, 0.03], [0.00, -0.03, 0.03], [0.01, -0.03, -0.02], [-0.03, 0.00, -0.03], [0.00, 0.03, -0.02], [0.00, -0.02, -0.01], [0.01, -0.02, 0.01], [0.01, 0.00, 0.02], [0.04, 0.06, -0.01], [-0.02, 0.00, -0.01], [0.02, -0.02, 0.00], [0.01, 0.01, -0.03], [-0.02, 0.02, -0.02], [-0.01, -0.04, 0.02], [0.00, -0.04, 0.01], [-0.03, -0.09, -0.10], [0.04, 0.14, 0.17], [-0.03, -0.11, -0.03], [0.04, 0.15, 0.05], [-0.05, -0.19, -0.16], [0.01, 0.04, 0.10], [-0.01, -0.02, -0.14], [0.05, 0.22, 0.29], [-0.07, -0.20, 0.02], [0.10, 0.20, -0.28], [-0.10, -0.26, 0.22], [-0.01, -0.02, -0.22], [0.04, 0.21, 0.03], [0.02, 0.03, 0.06], [0.00, -0.05, -0.09], [0.25, 0.18, 0.33], [-0.19, -0.02, 0.91], [-0.08, 0.05, -0.21], [-0.09, -0.29, -0.02], [-0.05, 0.35, -0.33], [-0.10, 0.16, 0.11], [-0.09, -0.10, -0.10], [-0.04, -0.01, 0.10], [0.05, 0.14, 0.05], [0.00, 0.01, -0.02], [0.01, 0.02, 0.00], [0.00, 0.02, 0.00], [0.01, 0.04, -0.01], [0.00, -0.01, -0.01], [0.00, -0.02, 0.00], [0.00, 0.00, 0.03], [0.01, 0.00, -0.02], [-0.01, 0.02, 0.03], [-0.01, -0.03, -0.01], [0.07, -0.10, 0.04], [-0.07, -0.02, -0.06], [0.01, 0.02, -0.01], [0.01, 0.02, 0.00], [-0.02, -0.04, 0.04], [-0.08, 0.17, -0.18], [0.07, -0.03, -0.08], [0.01, 0.20, 0.04], [-0.20, -0.52, -0.31], [0.66, 0.96, 0.14], [-0.14, -0.05, -0.22], [-0.02, 0.02, 0.02], [0.08, 0.11, -0.05], [-0.01, 0.00, 0.15], [-0.03, -0.08, 0.09], [0.04, -0.07, -0.03], [-0.06, 0.11, 0.02], [0.12, 0.10, 0.15]],
  "lowdin_charge": [1.7862, -0.1468, 0.4206, -0.1562, -0.1454, -0.3672, 0.7150, -0.5029, 0.7734, -0.3998, 0.4605, -0.1531, -0.1467, -0.1478, -0.3223, -0.0695, -0.0484, -0.0416, -0.0528, -0.1130, -0.2897, -0.1191, -0.0663, -0.0506, -0.0457, -0.0714, -0.3204, -0.0933, -0.0538, -0.0487, -0.0573, -0.1099, -0.2915, -0.0894, -0.0488, -0.0494, -0.0563, -0.0950, 0.0257, 0.0313, 0.0523, 0.0531, 0.0297, 0.0252, 0.0450, 0.0232, 0.0337, 0.0413, 0.0445, 0.0096, 0.0205, 0.0383, 0.0413, 0.0259, 0.0485, 0.0335, 0.0974, 0.1151, 0.1171, 0.1181, 0.1087, 0.0786, 0.1159, 0.1181, 0.1193, 0.1171, 0.1221, 0.1172, 0.1177, 0.1190, 0.1046, 0.1062, 0.1167, 0.1161, 0.1133, 0.0697, -0.0546, -0.0601, -0.2694, 0.0073, -0.0075, -0.1658, -0.0244, 0.0186, -0.2315, 0.2035, -0.1684, -0.1175, 0.1958, -0.0522, 0.0525, 0.0039, -0.1446, -0.0026, -0.1548, -0.1852, -0.0221, -0.1470, -0.0124, 0.0605, -0.0568, 0.0988, 0.0995, 0.0992, 0.1092, 0.1169, 0.1056, 0.1280, 0.1529, 0.1320, 0.1288, 0.0491, 0.1071, 0.1347, 0.1386, 0.2034, -0.5640, 0.1808, 0.1611, -0.1907, -0.2536, -0.5482, 0.2019, 0.1692, 0.1913, -0.5214, 0.0971, 0.2100, 0.1818],
  "total_charge": 2,
  "homo_energy_ev": -11.76,
  "lumo_energy_ev": -5.99,
  "relative_energy_kcal_mol": 23.2,
  "spin_multiplicity": 1,
  "fmax_ev_per_a": 1.17,
  "gap_ev": 5.776
}

{
  "formula": "C55H53BrGe2N2O2S4SeW",
  "method": "wB97M-V/def2-TZVPD",
  "symbols": ["W", "C", "C", "C", "C", "C", "C", "C", "C", "C", "C", "C", "C", "C", "C", "C", "Ge", "S", "S", "Ge", "S", "S", "C", "C", "C", "C", "C", "C", "C", "C", "C", "C", "C", "C", "C", "C", "C", "C", "C", "C", "C", "C", "C", "C", "C", "C", "C", "C", "C", "C", "C", "C", "C", "C", "C", "H", "H", "H", "H", "H", "H", "H", "H", "H", "H", "H", "H", "H", "H", "H", "H", "H", "H", "H", "H", "H", "H", "H", "H", "H", "H", "H", "H", "H", "H", "H", "H", "H", "H", "H", "H", "H", "H", "H", "H", "H", "H", "H", "H", "H", "H", "H", "H", "H", "H", "Br", "C", "C", "N", "C", "C", "C", "C", "O", "O", "H", "H", "H", "Se", "C", "N"],
  "xyz": [[0.824, -1.918, -0.767], [3.782, 2.498, -4.070], [2.336, 2.498, -3.659], [1.392, 1.762, -4.363], [0.039, 1.785, -4.025], [-0.967, 1.110, -4.920], [-0.355, 2.528, -2.907], [0.574, 3.305, -2.199], [0.124, 4.163, -1.048], [1.904, 3.276, -2.588], [-1.789, 2.523, -2.500], [-2.701, 3.416, -3.049], [-4.051, 3.324, -2.739], [-4.514, 2.327, -1.891], [-3.628, 1.422, -1.313], [-2.275, 1.569, -1.605], [-1.073, 0.201, -1.001], [-0.892, -1.519, -2.379], [-0.861, -1.051, 0.917], [1.273, -0.112, 1.455], [2.587, -1.753, 0.809], [1.154, 0.706, -0.664], [1.313, 0.347, 3.319], [2.294, 1.311, 3.520], [2.602, 1.697, 4.815], [1.932, 1.100, 5.875], [0.985, 0.106, 5.653], [0.661, -0.308, 4.364], [-0.279, -1.439, 4.131], [0.217, -2.718, 3.861], [1.681, -3.066, 3.961], [-0.693, -3.740, 3.581], [-2.063, -3.526, 3.596], [-3.027, -4.631, 3.270], [-2.527, -2.255, 3.933], [-1.661, -1.210, 4.204], [-2.187, 0.150, 4.572], [2.981, 1.808, 2.295], [4.200, 1.222, 1.904], [4.849, 0.144, 2.730], [4.825, 1.690, 0.756], [4.304, 2.752, 0.022], [5.066, 3.311, -1.144], [3.099, 3.316, 0.430], [2.424, 2.864, 1.555], [1.147, 3.525, 1.999], [-4.141, 0.316, -0.459], [-4.614, -0.850, -1.077], [-4.566, -1.029, -2.571], [-5.203, -1.832, -0.286], [-5.384, -1.656, 1.079], [-6.161, -2.659, 1.885], [-4.889, -0.495, 1.670], [-4.259, 0.492, 0.927], [-3.778, 1.760, 1.581], [3.953, 1.838, -4.919], [4.425, 2.172, -3.250], [4.102, 3.501, -4.355], [1.705, 1.195, -5.233], [-0.480, 0.403, -5.590], [-1.479, 1.852, -5.538], [-1.741, 0.581, -4.366], [-0.274, 3.560, -0.225], [-0.673, 4.844, -1.349], [0.947, 4.764, -0.663], [2.623, 3.887, -2.052], [-2.345, 4.170, -3.741], [-4.751, 4.021, -3.181], [-5.571, 2.237, -1.676], [3.363, 2.448, 4.991], [2.167, 1.392, 6.890], [0.503, -0.381, 6.491], [2.331, -2.192, 3.929], [1.979, -3.753, 3.169], [1.873, -3.570, 4.911], [-0.314, -4.739, 3.393], [-2.509, -5.575, 3.102], [-3.598, -4.390, 2.370], [-3.743, -4.780, 4.080], [-3.595, -2.077, 3.986], [-3.269, 0.188, 4.468], [-1.751, 0.936, 3.949], [-1.945, 0.398, 5.607], [4.128, -0.586, 3.104], [5.335, 0.575, 3.608], [5.609, -0.382, 2.155], [5.766, 1.247, 0.451], [5.529, 2.521, -1.735], [5.869, 3.959, -0.786], [4.429, 3.910, -1.794], [2.692, 4.153, -0.127], [0.907, 4.373, 1.361], [1.228, 3.882, 3.027], [0.294, 2.837, 1.979], [-3.669, -0.598, -3.018], [-5.419, -0.535, -3.044], [-4.610, -2.084, -2.836], [-5.576, -2.733, -0.760], [-6.238, -3.614, 1.368], [-7.176, -2.292, 2.054], [-5.717, -2.831, 2.866], [-5.035, -0.340, 2.733], [-3.930, 1.726, 2.658], [-4.311, 2.631, 1.193], [-2.714, 1.941, 1.396], [2.908, -2.531, -7.759], [3.134, -3.298, -6.063], [3.769, -4.537, -5.932], [3.978, -5.139, -4.764], [3.534, -4.547, -3.670], [2.883, -3.311, -3.709], [2.679, -2.663, -4.932], [2.357, -2.733, -2.512], [2.128, -3.382, -1.418], [1.952, -1.513, -2.415], [4.117, -5.060, -6.815], [3.708, -5.053, -2.728], [2.174, -1.708, -4.979], [-0.358, -4.075, -0.072], [-0.192, -4.702, -1.806], [-0.124, -4.990, -2.920]],
  "atomic_forces_ev_per_a": [[0.69, -1.65, -0.97], [0.03, -0.15, -0.05], [-0.03, -0.02, -0.05], [0.03, 0.02, 0.02], [0.02, -0.01, 0.04], [0.02, -0.04, 0.01], [-0.02, 0.09, -0.03], [-0.09, 0.05, -0.10], [-0.08, 0.00, -0.14], [-0.02, 0.14, -0.10], [0.06, 0.10, -0.05], [0.00, 0.01, 0.01], [0.01, -0.06, 0.04], [0.04, 0.08, 0.02], [-0.12, 0.08, 0.04], [-0.11, -0.05, 0.05], [-0.23, 0.53, 0.25], [0.39, 0.19, 0.36], [-0.01, -0.02, 0.29], [-0.60, 0.35, 0.51], [-0.62, -0.06, -0.19], [-0.16, -0.25, -0.01], [0.08, 0.05, 0.07], [0.06, 0.11, -0.06], [-0.02, 0.05, 0.05], [-0.01, -0.03, -0.05], [0.01, 0.05, -0.03], [0.04, -0.01, 0.06], [0.09, -0.04, -0.07], [-0.05, 0.01, -0.06], [0.01, 0.00, -0.01], [0.00, 0.02, -0.02], [0.04, 0.01, -0.04], [-0.01, 0.00, -0.01], [-0.01, 0.00, -0.03], [-0.01, 0.00, -0.06], [0.00, 0.03, 0.02], [0.09, 0.06, 0.10], [-0.01, -0.06, -0.02], [0.01, 0.01, 0.00], [-0.04, 0.02, -0.06], [0.09, -0.06, 0.02], [0.10, 0.12, 0.16], [0.00, 0.11, 0.12], [0.05, 0.13, 0.06], [0.05, 0.14, 0.12], [0.06, -0.08, -0.09], [0.10, -0.04, 0.00], [-0.01, 0.01, 0.00], [-0.01, 0.01, 0.01], [0.00, -0.01, 0.01], [0.03, 0.00, 0.03], [0.03, -0.01, 0.03], [-0.02, -0.01, 0.02], [-0.02, 0.03, 0.01], [-0.03, 0.02, -0.03], [-0.18, -0.04, -0.27], [0.02, 0.01, 0.00], [0.00, 0.00, 0.01], [-0.01, -0.01, 0.02], [0.02, 0.01, 0.00], [-0.02, -0.03, 0.05], [0.00, 0.02, -0.12], [-0.02, 0.00, -0.03], [-0.17, 0.00, -0.13], [-0.30, -0.09, -0.28], [-0.01, 0.00, 0.00], [0.00, -0.01, 0.00], [0.00, 0.00, 0.00], [0.00, 0.00, 0.01], [0.00, 0.00, 0.00], [0.01, 0.01, 0.01], [0.01, 0.02, -0.01], [0.00, 0.00, 0.00], [0.00, 0.01, 0.00], [0.00, 0.01, -0.03], [0.00, 0.01, 0.00], [0.01, -0.01, 0.01], [-0.01, 0.01, 0.01], [-0.04, 0.00, -0.01], [-0.04, -0.01, -0.01], [-0.01, -0.01, -0.01], [0.00, 0.01, 0.00], [-0.02, 0.00, 0.00], [0.00, 0.01, -0.01], [0.00, 0.01, 0.00], [0.00, -0.01, 0.00], [0.06, 0.07, 0.13], [0.01, 0.00, 0.03], [0.25, -0.04, 0.10], [0.18, -0.11, 0.26], [0.07, -0.09, 0.23], [0.01, -0.04, 0.02], [-0.01, -0.02, 0.00], [0.01, 0.00, 0.00], [0.00, 0.00, 0.00], [0.00, 0.00, 0.00], [-0.01, 0.01, 0.00], [0.01, -0.01, 0.00], [-0.01, -0.01, 0.00], [0.03, 0.02, -0.01], [0.02, 0.00, 0.02], [-0.01, 0.00, 0.00], [0.00, 0.00, 0.00], [0.02, -0.02, 0.00], [-0.01, 0.00, -0.01], [0.00, 0.01, 0.02], [0.02, -0.02, 0.00], [-0.02, 0.01, -0.01], [-0.05, -0.04, -0.01], [-0.02, -0.05, 0.02], [0.11, 0.05, -0.01], [0.13, 0.17, 0.04], [-0.14, -0.11, -0.13], [0.37, 0.09, -0.44], [0.01, 0.01, 0.00], [-0.03, -0.01, 0.00], [0.00, -0.01, 0.01], [-0.11, 0.19, 0.16], [-0.04, 0.02, 0.20], [0.04, 0.01, 0.00]],
  "lowdin_charge": [0.8379, -0.0264, -0.2368, 0.0072, -0.2118, -0.0243, -0.1894, -0.2542, -0.0210, -0.0331, -0.2155, 0.0047, -0.0088, 0.0103, -0.2208, -0.2266, 0.2788, 0.3693, 0.3202, 0.2943, 0.4274, 0.4890, -0.2217, -0.2386, 0.0097, -0.0085, 0.0106, -0.1984, -0.1739, -0.2210, -0.0344, -0.0306, -0.2558, -0.0299, -0.0031, -0.2286, -0.0160, -0.2033, -0.2257, -0.0278, 0.0182, -0.2229, -0.0299, -0.0174, -0.2364, -0.0167, -0.1693, -0.2034, -0.0264, 0.0109, -0.2449, -0.0342, -0.0023, -0.2170, -0.0182, 0.0836, 0.0516, 0.1018, 0.1210, 0.0850, 0.1016, 0.0511, 0.0686, 0.1018, 0.0689, 0.0856, 0.1370, 0.1227, 0.1379, 0.1352, 0.1226, 0.1368, 0.0565, 0.0738, 0.1036, 0.1240, 0.0822, 0.0763, 0.0941, 0.1127, 0.0711, 0.0807, 0.0941, 0.0577, 0.1038, 0.0898, 0.1326, 0.0797, 0.1064, 0.0600, 0.0987, 0.0675, 0.1025, 0.0762, 0.0450, 0.1006, 0.0889, 0.1265, 0.0838, 0.0963, 0.0668, 0.1178, 0.0728, 0.0960, 0.0689, 0.8242, -0.6530, -0.1134, 0.1186, -0.0344, -0.1168, -0.0174, -0.5234, -0.2496, -0.2239, 0.1222, 0.1388, 0.1193, 0.7257, -0.7276, 0.1271],
  "total_charge": 2,
  "homo_energy_ev": -13.23,
  "lumo_energy_ev": -8.38,
  "relative_energy_kcal_mol": 3.3,
  "spin_multiplicity": 1,
  "fmax_ev_per_a": 2.03,
  "gap_ev": 4.847
}